[1]
Here is a cluster of 12 separate species, C51H86F2O36 in total in a non-equilibrium geometry from OMol25. Energies are from the ωB97M-V functional and the def2-TZVPD basis.

Output
M ... 1313.21 g mol⁻¹
E_tot ... -133425.1128 eV
SMILES string ... C[C@H](O)CC1=CC(=O)c2ccc([C@H](C)F)c(C[C@H](C)F)c2C1=O.COC(=O)OC.COC(=O)OC.COC(=O)OC.COC(=O)OC.COC(=O)OC.COC(=O)OC.COC(=O)OC.COC(=O)OC.COC(=O)OC.COC(=O)OC.COC(=O)OC
Orbital gap ... 8.51 eV
Strongest force on any atom ... 0.0422 Eh/bohr
Total charge ... 0

CARTESIAN COORDINATES (ANGSTROEM)
1 C -2.679 2.333 3.761
2 C -3.411 2.988 2.504
3 O -2.396 3.422 1.582
4 C -4.362 4.180 2.945
5 C -5.505 4.388 1.895
6 C -5.213 4.528 0.577
7 C -6.383 4.686 -0.443
8 O -6.313 5.389 -1.420
9 C -7.663 3.869 -0.075
10 C -8.477 3.252 -1.090
11 C -9.643 2.494 -0.671
12 C -10.006 2.372 0.731
13 C -11.280 1.520 1.046
14 C -10.844 0.104 1.600
15 F -12.069 1.331 -0.120
16 C -9.178 2.999 1.757
17 C -9.539 2.904 3.283
18 C -10.611 4.053 3.550
19 C -10.309 4.887 4.840
20 F -11.938 3.559 3.550
21 C -7.989 3.733 1.359
22 C -7.002 4.410 2.352
23 O -7.326 4.949 3.382
24 H -3.225 1.391 4.031
25 H -2.721 3.008 4.652
26 H -1.618 2.102 3.477
27 H -3.987 2.192 1.960
28 H -1.990 4.255 1.868
29 H -4.857 3.866 3.900
30 H -3.789 5.130 3.062
31 H -4.175 4.494 0.187
32 H -8.235 3.352 -2.166
33 H -10.261 2.026 -1.473
34 H -11.952 2.010 1.791
35 H -9.959 -0.289 1.033
36 H -11.662 -0.646 1.458
37 H -10.633 0.137 2.700
38 H -8.629 3.062 3.902
39 H -10.043 1.926 3.497
40 H -10.529 4.774 2.689
41 H -11.067 5.716 4.874
42 H -10.492 4.225 5.721
43 H -9.301 5.357 4.809
44 C 0.386 1.474 0.421
45 O 1.685 0.991 0.769
46 C 1.720 0.279 1.898
47 O 0.780 0.028 2.608
48 O 2.985 -0.109 2.104
49 C 3.177 -0.887 3.285
50 H 0.479 2.035 -0.506
51 H -0.302 0.644 0.256
52 H 0.003 2.142 1.193
53 H 2.600 -1.812 3.236
54 H 2.908 -0.313 4.172
55 H 4.235 -1.140 3.343
56 C 9.415 -2.502 0.310
57 O 8.172 -2.461 -0.392
58 C 7.119 -2.137 0.373
59 O 7.155 -1.895 1.551
60 O 6.024 -2.136 -0.397
61 C 4.823 -1.809 0.307
62 H 10.188 -2.772 -0.408
63 H 9.655 -1.523 0.726
64 H 9.389 -3.258 1.095
65 H 4.879 -0.803 0.721
66 H 4.628 -2.540 1.092
67 H 4.002 -1.842 -0.407
68 C -8.066 5.904 -3.599
69 O -8.380 6.754 -4.706
70 C -8.314 6.152 -5.895
71 O -8.023 4.999 -6.091
72 O -8.628 7.052 -6.835
73 C -8.597 6.542 -8.167
74 H -8.152 6.496 -2.692
75 H -8.772 5.075 -3.541
76 H -7.045 5.536 -3.676
77 H -9.323 5.738 -8.288
78 H -7.595 6.198 -8.425
79 H -8.867 7.357 -8.837
80 C 7.125 -0.193 -2.148
81 O 7.652 0.393 -3.342
82 C 6.842 1.275 -3.935
83 O 5.749 1.605 -3.556
84 O 7.466 1.726 -5.032
85 C 6.721 2.686 -5.781
86 H 7.867 -0.882 -1.766
87 H 6.939 0.573 -1.392
88 H 6.215 -0.749 -2.364
89 H 6.524 3.575 -5.181
90 H 5.788 2.252 -6.143
91 H 7.325 2.973 -6.640
92 C -0.367 2.199 7.897
93 O -1.664 2.791 7.965
94 C -2.018 3.200 9.190
95 O -1.351 3.106 10.186
96 O -3.244 3.730 9.111
97 C -3.754 4.212 10.354
98 H -0.190 1.909 6.863
99 H 0.400 2.917 8.191
100 H -0.317 1.306 8.521
101 H -3.123 5.009 10.746
102 H -3.840 3.399 11.076
103 H -4.747 4.616 10.166
104 C 6.062 -6.667 0.564
105 O 4.920 -7.409 0.137
106 C 3.880 -6.650 -0.236
107 O 3.850 -5.449 -0.233
108 O 2.886 -7.463 -0.612
109 C 1.703 -6.786 -1.039
110 H 6.835 -7.383 0.839
111 H 6.440 -6.041 -0.245
112 H 5.823 -6.061 1.439
113 H 1.910 -6.164 -1.910
114 H 1.289 -6.186 -0.228
115 H 0.974 -7.544 -1.318
116 C -7.840 8.253 5.838
117 O -9.136 8.839 5.949
118 C -9.459 9.226 7.188
119 O -8.766 9.117 8.166
120 O -10.688 9.753 7.151
121 C -11.167 10.212 8.414
122 H -7.687 7.979 4.796
123 H -7.068 8.968 6.125
124 H -7.773 7.350 6.446
125 H -10.528 11.004 8.804
126 H -11.232 9.386 9.124
127 H -12.166 10.616 8.260
128 C 10.218 3.126 -4.090
129 O 10.829 3.498 -5.326
130 C 11.942 2.816 -5.614
131 O 12.439 1.954 -4.938
132 O 12.407 3.260 -6.789
133 C 13.603 2.614 -7.225
134 H 9.329 3.740 -3.960
135 H 9.914 2.079 -4.111
136 H 10.893 3.314 -3.254
137 H 13.433 1.547 -7.369
138 H 14.412 2.782 -6.514
139 H 13.883 3.054 -8.181
140 C 7.842 -5.493 -4.227
141 O 8.440 -4.614 -5.179
142 C 7.749 -3.488 -5.394
143 O 6.711 -3.185 -4.865
144 O 8.412 -2.759 -6.299
145 C 7.778 -1.521 -6.621
146 H 8.486 -6.366 -4.135
147 H 7.768 -5.011 -3.251
148 H 6.859 -5.821 -4.569
149 H 7.702 -0.887 -5.738
150 H 6.793 -1.696 -7.057
151 H 8.396 -1.013 -7.359
152 C 1.435 -13.954 -1.585
153 O 2.304 -13.258 -0.692
154 C 2.172 -11.926 -0.725
155 O 1.408 -11.309 -1.423
156 O 3.035 -11.403 0.149
157 C 3.003 -9.973 0.219
158 H 1.631 -15.019 -1.471
159 H 0.391 -13.764 -1.333
160 H 1.639 -13.672 -2.619
161 H 2.022 -9.626 0.543
162 H 3.267 -9.537 -0.736
163 H 3.740 -9.659 0.955
164 C 6.272 -9.734 -6.500
165 O 6.445 -10.549 -5.342
166 C 5.799 -10.106 -4.258
167 O 5.117 -9.115 -4.196
168 O 6.043 -10.954 -3.254
169 C 5.410 -10.601 -2.023
170 H 6.838 -10.190 -7.310
171 H 5.222 -9.693 -6.790
172 H 6.662 -8.730 -6.326
173 H 4.327 -10.597 -2.137
174 H 5.765 -9.631 -1.672
175 H 5.678 -11.354 -1.284



[2]
Here is a cluster of 8 separate species, C51H93FN2O22 in total in a non-equilibrium geometry from OMol25. Energies are from the ωB97M-V functional and the def2-TZVPD basis.

Output
M ... 1105.30 g mol⁻¹
E_tot ... -105129.3566 eV
SMILES string ... CCCCCCCCCCC[C@H]1C(=O)N[C@@](F)(CCCCCCCCCC)[C@@H]1c1ccncc1.COC(=O)OC.COC(=O)OC.COC(=O)OC.COC(=O)OC.COC(=O)OC.COC(=O)OC.COC(=O)OC
Orbital gap ... 9.36 eV
Strongest force on any atom ... 0.0947 Eh/bohr
Total charge ... 0

CARTESIAN COORDINATES (ANGSTROEM)
1 C -3.680 0.818 -3.430
2 C -3.280 1.008 -4.999
3 C -1.715 1.435 -5.015
4 C -1.177 1.302 -6.531
5 C 0.211 0.491 -6.673
6 C 1.314 0.917 -5.586
7 C 2.569 -0.120 -5.668
8 C 3.236 -0.192 -4.193
9 C 2.297 -1.191 -3.314
10 C 2.206 -0.656 -1.786
11 C 2.239 -1.881 -0.726
12 C 2.402 -1.276 0.767
13 C 1.113 -1.666 1.688
14 O -0.091 -1.724 1.348
15 N 1.567 -2.006 3.089
16 C 2.934 -1.343 3.134
17 F 2.542 0.047 3.025
18 C 3.531 -1.881 4.520
19 C 4.150 -0.761 5.487
20 C 5.071 0.340 4.771
21 C 4.814 1.855 5.282
22 C 3.264 2.275 5.350
23 C 2.909 3.601 4.497
24 C 1.829 3.372 3.335
25 C 0.498 2.597 3.781
26 C -0.103 3.027 5.209
27 C -0.435 1.687 6.057
28 C 3.538 -1.935 1.735
29 C 5.072 -1.584 1.387
30 C 5.514 -1.062 -0.029
31 C 7.009 -0.720 -0.224
32 N 8.061 -0.813 0.732
33 C 7.651 -1.327 1.997
34 C 6.229 -1.740 2.440
35 H -3.237 -0.184 -3.116
36 H -4.826 0.808 -3.400
37 H -3.302 1.676 -2.776
38 H -3.331 -0.015 -5.526
39 H -3.909 1.809 -5.516
40 H -1.573 2.514 -4.674
41 H -1.195 0.714 -4.281
42 H -1.975 0.707 -7.109
43 H -1.125 2.337 -7.040
44 H -0.022 -0.627 -6.676
45 H 0.645 0.763 -7.707
46 H 0.925 0.887 -4.512
47 H 1.764 1.955 -5.783
48 H 3.289 0.218 -6.485
49 H 2.101 -1.149 -5.893
50 H 3.310 0.857 -3.748
51 H 4.252 -0.703 -4.282
52 H 2.749 -2.253 -3.303
53 H 1.232 -1.199 -3.738
54 H 3.072 0.081 -1.652
55 H 1.242 -0.041 -1.611
56 H 1.233 -2.416 -0.819
57 H 3.148 -2.538 -0.933
58 H 2.522 -0.150 0.537
59 H 1.796 -3.009 3.205
60 H 2.641 -2.347 5.094
61 H 4.244 -2.771 4.326
62 H 4.830 -1.321 6.238
63 H 3.290 -0.338 6.111
64 H 6.167 0.104 5.058
65 H 5.003 0.368 3.634
66 H 5.333 2.059 6.276
67 H 5.301 2.537 4.483
68 H 3.057 2.558 6.455
69 H 2.535 1.404 5.138
70 H 2.499 4.400 5.215
71 H 3.849 4.057 4.024
72 H 2.313 2.769 2.488
73 H 1.534 4.389 2.867
74 H -0.308 2.857 2.991
75 H 0.587 1.451 3.746
76 H 0.511 3.796 5.783
77 H -1.130 3.525 5.016
78 H 0.181 0.778 5.748
79 H -0.273 1.817 7.190
80 H -1.538 1.425 5.838
81 H 3.419 -3.082 1.648
82 H 4.769 -0.941 -0.881
83 H 7.302 -0.324 -1.266
84 H 8.474 -1.417 2.799
85 H 6.064 -2.112 3.499
86 C -3.357 3.087 11.319
87 O -3.046 2.476 10.069
88 C -3.822 1.423 9.762
89 O -4.719 0.983 10.439
90 O -3.425 0.946 8.570
91 C -4.168 -0.183 8.114
92 H -2.670 3.922 11.462
93 H -4.377 3.477 11.315
94 H -3.217 2.380 12.140
95 H -5.221 0.076 7.981
96 H -4.060 -1.021 8.807
97 H -3.761 -0.480 7.147
98 C -6.027 2.796 -10.141
99 O -4.745 2.245 -9.847
100 C -3.739 2.777 -10.561
101 O -3.842 3.646 -11.393
102 O -2.599 2.173 -10.188
103 C -1.437 2.642 -10.870
104 H -6.759 2.294 -9.508
105 H -6.049 3.864 -9.914
106 H -6.293 2.618 -11.186
107 H -1.276 3.704 -10.671
108 H -1.520 2.457 -11.943
109 H -0.579 2.086 -10.490
110 C -2.664 1.107 -14.627
111 O -1.361 0.532 -14.715
112 C -1.357 -0.805 -14.849
113 O -2.330 -1.516 -14.897
114 O -0.078 -1.212 -14.920
115 C 0.080 -2.622 -15.064
116 H -2.548 2.186 -14.521
117 H -3.236 0.909 -15.536
118 H -3.193 0.729 -13.748
119 H -0.382 -2.968 -15.992
120 H -0.340 -3.147 -14.204
121 H 1.148 -2.835 -15.111
122 C 3.829 -8.971 4.043
123 O 3.674 -7.645 3.537
124 C 2.446 -7.377 3.064
125 O 1.513 -8.141 3.039
126 O 2.438 -6.106 2.624
127 C 1.185 -5.680 2.089
128 H 4.856 -9.074 4.397
129 H 3.155 -9.144 4.884
130 H 3.660 -9.706 3.254
131 H 0.405 -5.722 2.852
132 H 0.910 -6.285 1.222
133 H 1.294 -4.644 1.765
134 C -6.847 -3.579 1.618
135 O -5.566 -4.130 1.916
136 C -4.557 -3.593 1.208
137 O -4.658 -2.721 0.380
138 O -3.418 -4.197 1.583
139 C -2.252 -3.722 0.907
140 H -7.581 -4.086 2.245
141 H -6.871 -2.512 1.850
142 H -7.107 -3.753 0.571
143 H -2.094 -2.663 1.111
144 H -2.330 -3.902 -0.168
145 H -1.395 -4.278 1.289
146 C 5.897 1.703 11.486
147 O 4.844 1.963 10.560
148 C 3.765 1.177 10.717
149 O 3.635 0.310 11.546
150 O 2.858 1.526 9.790
151 C 1.651 0.767 9.838
152 H 6.712 2.393 11.267
153 H 5.562 1.878 12.511
154 H 6.268 0.682 11.371
155 H 1.146 0.906 10.796
156 H 1.853 -0.291 9.656
157 H 0.995 1.134 9.047
158 C -7.890 2.040 -1.403
159 O -7.894 3.461 -1.278
160 C -7.136 4.096 -2.187
161 O -6.485 3.571 -3.057
162 O -7.228 5.417 -1.958
163 C -6.467 6.221 -2.856
164 H -8.533 1.635 -0.621
165 H -8.292 1.737 -2.372
166 H -6.882 1.643 -1.261
167 H -6.812 6.084 -3.883
168 H -5.402 5.990 -2.773
169 H -6.616 7.264 -2.578